Record 1
39
Properties=species:S:1:pos:R:3 method="wB97M-V/def2-TZVPD" total_charge=0 de_lowest_kj_mol=179.71 spin_multiplicity=1 smiles=CCO.CO.CO.CO.CO.CO orbital_gap_ev=10.20 energy_ev=-19962.7904 lumo_ev=0.6 homo_ev=-9.629
C 2.02739 1.11201 -1.66182
C 3.51746 1.35599 -1.95271
O 3.62587 2.73416 -2.24227
H 1.94968 0.08978 -1.29155
H 1.33144 1.21183 -2.49477
H 1.74223 1.77331 -0.84361
H 3.88597 0.79530 -2.81174
H 4.12766 1.12045 -1.08078
H 3.38746 3.25748 -1.47357
C 0.82441 1.08964 1.95468
O -0.03048 1.72462 1.05312
H 1.66161 0.78999 1.32427
H 1.14976 1.66653 2.82038
H 0.49402 0.14205 2.38013
H -0.36446 1.03252 0.47775
C -0.64035 -1.46727 -0.44902
O -1.30340 -0.21201 -0.45933
H -0.32051 -1.85286 -1.41707
H 0.30476 -1.35181 0.08159
H -1.22304 -2.27159 0.00002
H -2.16866 -0.30539 -0.86454
C 3.68913 -1.96546 0.37687
O 2.79604 -2.64028 -0.51320
H 4.25696 -2.68268 0.96955
H 4.30873 -1.35565 -0.28065
H 3.08294 -1.31974 1.01222
H 2.40278 -3.34630 0.00496
C -4.42085 -1.28854 -2.04348
O -3.89976 -0.65509 -0.86931
H -5.00735 -0.56988 -2.61588
H -3.54230 -1.67331 -2.56136
H -5.09756 -2.10064 -1.77765
H -4.64572 -0.55128 -0.27402
C -2.65590 1.24032 2.73700
O -3.96403 0.90623 3.19215
H -2.26885 0.42691 2.12328
H -2.70645 2.17058 2.17117
H -1.97871 1.34535 3.58463
H -4.32777 1.62481 3.71459


Record 2
17
Properties=species:S:1:pos:R:3 method="wB97M-V/def2-TZVPD" total_charge=0 de_lowest_kj_mol=436.93 spin_multiplicity=1 orbital_gap_ev="7.82 / 8.10" energy_ev=-9438.5146 lumo_ev="0.7 / 0.6" homo_ev="-7.156 / -7.472"
O 1.95741 -0.94091 -1.38904
C 1.77366 -0.78915 0.00796
C 0.54008 -0.06293 0.38163
C -0.77410 -0.69875 0.59912
C -1.61367 -0.45839 -0.65632
C -0.30562 2.11888 0.62764
O 0.64359 1.23752 0.41620
H 1.84496 -0.04340 -1.71137
H 2.63898 -0.28031 0.43349
H 1.79546 -1.81615 0.36000
H -1.35885 0.52972 -1.06427
H -1.24326 -0.27173 1.50041
H -0.65370 -1.77121 0.77151
H -2.68870 -0.58938 -0.48284
H -1.30648 -1.12294 -1.46307
H -1.27225 1.81646 1.00360
H 0.02251 3.14269 0.66535


Record 3
11
Properties=species:S:1:pos:R:3 method="wB97M-V/def2-TZVPD" total_charge=-1 de_lowest_kj_mol=460.75 spin_multiplicity=1 orbital_gap_ev="7.65 / 3.75" energy_ev=-19592.5103 lumo_ev="3.5 / 1.1" homo_ev="-4.188 / -2.692"
C 3.18971 0.44777 -0.13550
C 2.14770 -0.30976 -0.37318
C -1.08183 -0.18356 0.33021
N 4.11495 1.19462 -0.04990
O -3.26774 1.23561 -0.18248
O -3.55087 -1.16336 -0.43466
S -2.81512 -0.11674 0.26125
H 1.61051 -0.66568 0.49399
H 1.39906 0.03107 -1.21210
H -0.86428 0.73909 0.76999
H -0.88209 -1.20905 0.53240


Results for F_max: 1.7, 1.2, 6.2 (in eV/A, following the order of the records).